Formula: C34H29N8O2ReTe
Source: the Open Molecules 2025 dataset
Level of theory: ωB97M-V/def2-TZVPD

XYZ file:
```
75
C34H29N8O2ReTe (ωB97M-V/def2-TZVPD)
Re -1.035 1.155 0.336
C 2.397 3.763 1.117
C 1.112 3.224 1.136
N 0.825 2.137 0.416
C 1.809 1.605 -0.353
C 3.077 2.171 -0.341
N 3.371 3.232 0.398
C 1.396 0.482 -1.215
C 2.180 -0.205 -2.120
C 1.601 -1.202 -2.919
C 0.217 -1.428 -2.809
C -0.524 -0.696 -1.906
N 0.084 0.198 -1.094
C -1.999 -0.711 -1.767
C -2.847 -1.418 -2.603
N -4.170 -1.331 -2.509
C -4.666 -0.530 -1.588
C -3.847 0.200 -0.723
N -2.522 0.103 -0.807
C 2.414 -1.975 -3.872
C 2.133 -3.317 -4.134
C 2.944 -3.997 -5.028
N 3.961 -3.441 -5.673
C 4.212 -2.160 -5.436
C 3.489 -1.385 -4.545
H 2.626 4.640 1.710
H 0.322 3.653 1.737
H 3.876 1.760 -0.944
H 3.236 0.002 -2.212
H -0.248 -2.139 -3.477
H -2.462 -2.069 -3.377
H -5.743 -0.451 -1.515
H -4.253 0.842 0.045
H 1.333 -3.843 -3.632
H 2.767 -5.046 -5.236
H 5.037 -1.727 -5.990
H 3.737 -0.340 -4.426
C -4.079 3.528 2.565
C -3.046 2.952 1.660
N -2.478 1.781 1.773
O -2.834 0.917 2.782
C -2.585 3.649 0.474
C -3.026 4.945 -0.108
N -1.697 2.883 -0.092
O -1.137 2.850 -1.231
H -4.506 2.833 3.287
H -4.907 3.919 1.974
H -3.652 4.366 3.120
H -3.536 1.317 3.322
H -3.917 5.317 0.389
H -3.237 4.827 -1.171
H -2.240 5.695 -0.009
Te -0.023 0.148 2.658
C 1.956 -0.296 2.123
C 2.940 0.380 2.837
C 4.280 0.109 2.583
C 4.628 -0.841 1.638
C 3.638 -1.528 0.939
C 2.301 -1.258 1.178
C -0.936 -1.727 2.811
C -0.994 -2.636 1.760
C -1.562 -3.881 1.981
C -2.065 -4.206 3.236
C -2.014 -3.287 4.271
C -1.450 -2.034 4.065
H 2.686 1.111 3.597
H 5.048 0.628 3.139
H 5.669 -1.065 1.457
H 3.916 -2.289 0.223
H 1.550 -1.817 0.639
H -0.615 -2.394 0.774
H -1.611 -4.602 1.177
H -2.498 -5.181 3.403
H -2.404 -3.544 5.246
H -1.406 -1.329 4.887
```

Frontier orbital gap (alpha / beta): 5.8 / 5.6 eV
Calculated total energy: -2246.84168 hartree
HOMO energy (alpha / beta): -16.25 / -16.25 eV
Energy relative to the best compared isomer or geometry (same formula, charge and spin): 10.8 kcal/mol
2S+1: 2
Net charge: +3


Formula: C38H92N8O10
Source: the Open Molecules 2025 dataset
Level of theory: ωB97M-V/def2-TZVPD

XYZ file:
```
148
C38H92N8O10 (ωB97M-V/def2-TZVPD)
C 28.517 3.265 4.917
C 27.773 3.222 3.564
C 26.541 4.123 3.688
C 28.589 3.864 2.412
C 29.723 2.930 2.014
C 29.279 1.512 1.702
C 28.383 0.888 2.801
C 27.589 -0.260 2.161
C 29.273 0.341 3.928
N 27.357 1.864 3.232
O 26.427 1.335 4.155
H 28.091 2.640 5.699
H 29.581 3.066 4.782
H 28.518 4.283 5.324
H 25.970 4.121 2.754
H 25.850 3.874 4.497
H 26.834 5.160 3.862
H 27.905 4.040 1.576
H 28.921 4.879 2.634
H 30.115 3.271 1.049
H 30.503 2.927 2.775
H 30.162 0.872 1.661
H 28.748 1.480 0.748
H 27.261 -0.869 3.009
H 28.241 -0.924 1.588
H 26.755 0.070 1.545
H 30.241 0.844 3.980
H 29.539 -0.703 3.742
H 28.785 0.424 4.896
H 25.614 1.396 3.643
C 32.841 -8.427 -0.596
C 31.938 -9.114 0.425
C 30.522 -9.266 -0.160
C 32.378 -10.541 0.765
C 33.387 -10.619 1.895
C 32.895 -9.876 3.147
C 32.640 -8.416 2.812
C 31.883 -7.821 4.005
C 33.894 -7.587 2.541
N 31.708 -8.346 1.672
O 31.280 -7.031 1.406
H 32.835 -8.921 -1.567
H 32.690 -7.355 -0.699
H 33.864 -8.549 -0.220
H 30.523 -9.802 -1.117
H 29.726 -9.676 0.456
H 30.232 -8.260 -0.498
H 31.519 -11.140 1.079
H 32.708 -11.007 -0.167
H 33.596 -11.672 2.108
H 34.366 -10.213 1.622
H 33.699 -9.986 3.876
H 31.974 -10.332 3.511
H 30.882 -8.251 4.095
H 31.760 -6.740 4.069
H 32.392 -8.136 4.924
H 34.589 -8.161 1.928
H 34.396 -7.395 3.499
H 33.760 -6.589 2.130
H 30.330 -7.099 1.584
C 25.961 -11.866 1.735
C 27.201 -11.435 2.506
C 28.418 -12.036 1.804
C 27.295 -9.918 2.512
C 28.371 -9.358 3.430
C 28.060 -9.679 4.874
C 27.787 -11.204 5.057
C 29.197 -11.805 5.300
C 26.872 -11.289 6.318
N 27.081 -11.791 3.928
O 26.790 -13.162 4.124
H 25.921 -12.963 1.751
H 25.030 -11.569 2.227
H 25.870 -11.621 0.679
H 28.357 -11.889 0.726
H 29.395 -11.671 2.133
H 28.496 -13.103 2.038
H 27.545 -9.558 1.510
H 26.316 -9.464 2.687
H 29.354 -9.769 3.177
H 28.426 -8.284 3.231
H 27.204 -9.033 5.105
H 28.857 -9.312 5.525
H 30.005 -11.374 4.703
H 29.284 -12.869 5.073
H 29.438 -11.607 6.345
H 26.148 -10.480 6.265
H 27.403 -11.331 7.265
H 26.321 -12.230 6.242
H 25.832 -13.169 4.230
C 28.013 -2.920 5.254
C 26.881 -3.349 6.222
C 26.038 -2.137 6.648
C 25.914 -4.254 5.432
C 26.434 -5.689 5.315
C 26.913 -6.293 6.620
C 27.912 -5.418 7.408
C 27.832 -5.885 8.866
C 29.302 -5.641 6.821
N 27.475 -3.993 7.411
O 28.477 -3.133 7.936
H 27.779 -2.600 4.239
H 28.847 -3.615 5.309
H 28.436 -2.019 5.714
H 26.660 -1.329 7.035
H 25.250 -2.427 7.344
H 25.482 -1.729 5.798
H 25.006 -4.350 6.043
H 25.618 -3.818 4.481
H 27.264 -5.617 4.595
H 25.748 -6.342 4.772
H 27.463 -7.184 6.307
H 26.081 -6.605 7.253
H 26.876 -5.626 9.310
H 28.001 -6.964 8.852
H 28.646 -5.446 9.448
H 29.999 -4.909 7.235
H 29.621 -6.650 7.090
H 29.358 -5.560 5.736
H 28.076 -2.882 8.776
N 22.945 -3.727 -0.563
C 24.239 -4.115 -0.419
N 25.005 -3.351 0.401
O 24.736 -5.076 -1.023
H 22.388 -4.166 -1.269
H 22.549 -3.130 0.137
H 25.999 -3.390 0.446
H 24.557 -2.494 0.680
N 28.031 -3.931 1.614
C 28.312 -5.095 0.980
N 28.286 -4.971 -0.371
O 28.590 -6.157 1.537
H 27.758 -3.141 1.059
H 27.951 -3.986 2.615
H 27.887 -4.115 -0.705
H 28.506 -5.759 -0.969
O 30.279 -6.543 -4.137
H 30.122 -5.611 -4.309
H 29.584 -6.799 -3.504
O 27.969 -6.805 -2.507
H 27.143 -6.564 -2.945
H 27.692 -7.371 -1.763
O 27.562 -1.850 -0.847
H 27.515 -0.889 -0.910
H 28.392 -2.082 -1.286
O 26.441 -7.662 0.512
H 26.164 -6.762 0.280
H 27.277 -7.545 0.996
```

Frontier orbital gap: 7.4 eV
Calculated total energy: -2693.41641 hartree
HOMO energy: -7.61 eV
SMILES: CC1(C)CCCC(C)(C)N1O.CC1(C)CCCC(C)(C)N1O.CC1(C)CCCC(C)(C)N1O.CC1(C)CCCC(C)(C)N1O.NC(N)=O.NC(N)=O.O.O.O.O
Energy relative to the best compared isomer or geometry (same formula, charge and spin): 0.0 kcal/mol
Net charge: 0


Formula: C4H9NO2
Source: the Open Molecules 2025 dataset
Level of theory: ωB97M-V/def2-TZVPD

XYZ file:
```
16
C4H9NO2 (ωB97M-V/def2-TZVPD)
C -2.297 -0.116 -0.578
C -0.792 0.165 -1.056
O -0.390 1.382 -0.731
C -0.175 -0.889 -0.254
C 1.913 0.073 -0.297
O 2.577 -0.693 -0.970
N 2.266 0.496 0.960
H -2.405 0.039 0.498
H -2.674 -1.099 -0.868
H -2.871 0.653 -1.099
H -0.776 -0.095 -2.133
H 0.990 0.764 -0.652
H -0.115 -0.738 0.821
H -0.108 -1.918 -0.609
H 3.221 0.331 1.251
H 1.826 1.341 1.298
```

Frontier orbital gap (alpha / beta): 7.5 / 7.5 eV
Calculated total energy: -362.89668 hartree
HOMO energy (alpha / beta): -8.82 / -8.82 eV
Energy relative to the best compared isomer or geometry (same formula, charge and spin): 118.5 kcal/mol
Net charge: 0